# 1
{
  "formula": "C2H2N2OS",
  "method": "ωB97M-V with the def2-TZVPD basis set",
  "symbols": ["S", "O", "N", "N", "C", "C", "H", "H"],
  "coordinates": [[2.674, -0.731, -1.405], [0.908, 0.571, 0.579], [1.015, -1.690, 0.930], [2.578, -3.541, -1.746], [1.203, -0.538, 0.426], [2.639, -2.401, -1.624], [0.747, -1.676, 1.870], [1.366, -2.612, 0.687]],
  "lowdin_charge": [0.7279, 0.1448, 0.1912, 0.0515, -0.5326, -0.8266, 0.1191, 0.1246],
  "e_above_lowest_kj_mol": 80.3,
  "total_energy_ha": -660.31712,
  "total_charge": 0,
  "orbital_gap_ev": [8.92, 8.92]
}

=====

# 2
{
  "formula": "C6H16F9FeN6O14S3",
  "method": "ωB97M-V with the def2-TZVPD basis set",
  "symbols": ["Fe", "S", "S", "S", "F", "F", "F", "F", "F", "F", "F", "F", "F", "O", "O", "O", "O", "O", "O", "O", "O", "O", "O", "O", "O", "O", "O", "N", "N", "N", "N", "N", "N", "C", "C", "C", "C", "C", "C", "H", "H", "H", "H", "H", "H", "H", "H", "H", "H", "H", "H", "H", "H", "H", "H"],
  "coordinates": [[-0.517, 0.256, -0.603], [-0.100, -2.439, 1.422], [-0.986, 3.571, 0.207], [-1.086, -1.333, -3.471], [-2.935, -0.478, -5.150], [-0.381, 3.990, -2.322], [1.310, 4.033, -0.961], [-2.176, -3.724, 0.490], [-3.669, -0.761, -3.135], [-1.618, -4.283, 2.505], [-0.052, 5.710, -1.039], [-2.615, -2.393, 2.149], [-3.293, -2.468, -4.418], [-1.215, -0.870, -2.068], [1.444, -1.198, -1.355], [-2.318, 4.079, 0.086], [-2.551, 0.129, -0.090], [-0.267, 3.896, 1.407], [0.292, -1.928, 2.713], [-0.477, -1.371, 0.479], [0.766, -3.427, 0.846], [-0.362, -0.427, -4.318], [-0.901, 2.158, -0.204], [-0.705, -2.718, -3.563], [0.608, 1.260, -2.094], [1.078, 0.616, 0.709], [-1.436, 0.825, 2.229], [2.087, -3.021, -2.558], [3.295, 1.149, 0.510], [3.447, -2.166, -0.877], [2.373, 0.505, 2.540], [-1.387, 0.102, 4.396], [-0.571, 2.204, 3.820], [-1.166, 1.029, 3.410], [0.019, 4.398, -1.106], [2.181, 0.780, 1.220], [-1.731, -3.274, 1.649], [-2.865, -1.266, -4.081], [2.253, -2.115, -1.556], [1.180, -3.058, -3.003], [-0.546, 2.918, 3.101], [-0.934, 0.226, 5.279], [-3.357, 0.029, -0.609], [4.154, 1.244, 1.020], [0.285, 1.841, -2.795], [3.051, 0.976, 3.111], [-2.782, 0.554, 0.756], [3.684, -1.457, -0.213], [4.072, -2.936, -1.018], [1.572, 0.139, 3.033], [0.028, 2.295, 4.616], [1.566, 1.297, -2.121], [2.796, -3.720, -2.656], [-1.803, -0.772, 4.137], [3.263, 1.393, -0.458]],
  "lowdin_charge": [1.1851, 0.5512, 0.5493, 0.5794, 0.1416, 0.1229, 0.1107, 0.1631, 0.1235, 0.1483, 0.1706, 0.1225, 0.1559, -0.3829, -0.0349, -0.2456, -0.0555, -0.2743, -0.2806, -0.3883, -0.2517, -0.2710, -0.3920, -0.2705, -0.0507, -0.0326, 0.0016, 0.1963, 0.1940, 0.1725, 0.2005, 0.1750, 0.1680, -0.6204, -0.6546, -0.5680, -0.6685, -0.6452, -0.6018, 0.0703, 0.0592, 0.0965, 0.1004, 0.1067, 0.0939, 0.1091, 0.0792, 0.0813, 0.0959, 0.0894, 0.0927, 0.0863, 0.1002, 0.0934, 0.1027],
  "e_above_lowest_kj_mol": 0.0,
  "total_energy_ha": -4977.41856,
  "total_charge": 0,
  "s_squared": 8.755,
  "spin_multiplicity": 6,
  "orbital_gap_ev": [9.90, 7.64]
}

=====

# 3
{
  "formula": "CH4N2O",
  "method": "ωB97M-V with the def2-TZVPD basis set",
  "symbols": ["O", "N", "N", "C", "H", "H", "H", "H"],
  "coordinates": [[1.822, 1.360, 0.079], [-0.807, 0.283, -0.003], [2.165, 0.248, 0.078], [2.504, -0.835, -0.150], [-1.267, 0.139, 0.873], [-1.462, 0.524, -0.707], [-0.123, 1.033, 0.079], [2.970, -1.637, 0.345]],
  "lowdin_charge": [0.0363, 0.0285, -0.2399, 0.1383, 0.0003, -0.0070, -0.0194, 0.0628],
  "e_above_lowest_kj_mol": 406.2,
  "total_energy_ha": -225.13727,
  "total_charge": 0,
  "smiles": "C#[N+][O-].N",
  "orbital_gap_ev": 10.63
}

=====

For each record above, in turn, the calculated strongest force on any atom values are 0.082; 0.028; 0.053 Eh/bohr.